{
  "formula": "C12H20N4O3",
  "method": "ωB97M-V/def2-TZVPD",
  "lumo_ev": 0.2,
  "smiles": "CC(C)C[C@H](NC(=O)[C@@H](N)Cc1c[nH]cn1)C(=O)O",
  "gap_ev": 9.28,
  "total_energy_ha": -914.0412,
  "de_lowest_kcal_mol": 22.33,
  "total_charge": 0,
  "species": ["C", "C", "C", "C", "C", "C", "C", "C", "C", "C", "C", "C", "H", "H", "H", "H", "H", "H", "H", "H", "H", "H", "H", "H", "H", "H", "H", "H", "H", "H", "H", "H", "N", "N", "N", "N", "O", "O", "O"],
  "xyz": [[-0.2782, -2.0051, 1.3135], [0.3504, -1.5557, -0.0096], [0.3638, -1.3217, 2.5471], [-0.0587, 0.1029, 2.7839], [-0.5674, 0.6816, 3.9211], [-0.4515, 2.2008, 2.3476], [0.5553, 0.2908, -1.6624], [1.8187, 1.1488, -1.3424], [-0.4690, 1.1870, -2.3946], [-1.6181, 0.4495, -3.1580], [-2.5552, -0.2808, -2.2128], [-1.1130, -0.4849, -4.2489], [0.8093, -3.6595, 1.3508], [-0.5800, -3.8576, 0.6102], [-1.3409, -1.8034, 1.1966], [1.4546, -1.2934, 2.4023], [0.1689, -1.8771, 3.4472], [-0.8483, 0.3020, 4.9025], [-0.4548, 3.1733, 1.8222], [-1.2149, 2.6188, 4.3084], [-0.3955, 0.3613, 0.2026], [0.8901, -0.4948, -2.3523], [0.1059, 1.7318, -3.1506], [-0.8863, 1.8741, -1.6325], [-2.1158, 1.2699, -3.7018], [-2.1492, -1.1651, -1.7219], [-2.8728, 0.4369, -1.4252], [-3.5272, -0.5444, -2.6544], [-0.4032, 0.1060, -4.8505], [-2.0101, -0.8292, -4.7925], [-0.5429, -1.2567, -3.6704], [1.2402, 1.0933, 0.5677], [-0.1798, -3.4269, 1.4392], [0.0325, 1.0726, 1.7856], [-0.8142, 1.9843, 3.6186], [-0.0158, -0.3159, -0.4472], [1.1745, -2.2316, -0.5818], [2.5226, 1.5956, -2.2400], [2.0091, 1.4029, -0.0454]],
  "forces_ev_per_a": [[-0.41, 0.18, -0.26], [0.51, 1.57, 0.39], [0.25, 0.96, -0.69], [-0.19, 0.20, -0.14], [-0.10, -1.04, 0.04], [0.85, -0.19, -1.38], [0.22, -0.17, 0.06], [-0.03, 0.21, -1.05], [-0.03, -0.67, 0.01], [0.39, 0.61, 0.24], [-1.38, 1.09, 0.67], [0.67, 0.36, 1.25], [-0.07, -0.14, 0.11], [-0.11, 0.00, 0.12], [-0.23, 0.48, 0.49], [-0.14, -0.28, 0.00], [-0.19, -0.47, 0.20], [0.28, -0.08, -0.48], [-0.18, -0.76, 0.62], [0.28, -0.01, -0.75], [-0.37, -0.58, -0.08], [-0.01, 0.09, 0.41], [-0.09, 0.24, 0.30], [0.03, -0.02, -0.54], [-0.38, -0.20, 0.48], [0.21, 0.10, -0.21], [0.34, -0.46, -0.06], [0.41, -0.18, -0.35], [-0.32, -0.61, -0.27], [0.86, -0.29, -0.02], [-0.59, -0.02, -1.19], [1.21, 0.51, -1.00], [0.57, -0.92, 0.19], [-0.85, 1.44, 2.51], [-0.28, 0.69, 0.44], [0.13, -0.17, -1.56], [0.14, -0.65, -0.47], [-0.94, -0.71, 1.66], [-0.46, -0.11, 0.33]],
  "mulliken_charge": [-0.066, 0.308, -1.162, 0.381, -0.617, -0.558, 0.079, 0.197, -1.330, 0.548, -1.291, -1.318, 0.307, 0.333, 0.419, 0.350, 0.374, 0.405, 0.450, 0.219, 0.650, 0.514, 0.471, 0.271, 0.364, 0.171, 0.320, 0.455, 0.355, 0.426, 0.230, 0.648, -0.763, -0.517, -0.081, 0.332, -0.668, -0.635, -0.573]
}

---

{
  "formula": "C3H3NO4S",
  "method": "ωB97M-V/def2-TZVPD",
  "lumo_ev": -0.4,
  "smiles": "O=S1(=O)OC=CC=NO1",
  "gap_ev": 9.82,
  "total_energy_ha": -869.8823,
  "de_lowest_kcal_mol": 33.82,
  "total_charge": 0,
  "species": ["C", "C", "C", "N", "O", "O", "O", "O", "S", "H", "H", "H"],
  "xyz": [[-0.1438, -0.1182, 0.1716], [0.3709, 1.0734, 0.4655], [0.5677, -1.3358, 0.2865], [1.7156, -1.7164, 0.6210], [3.9160, 1.1594, 1.4121], [1.6055, 1.2682, 1.0737], [2.9968, 0.8325, -0.8388], [2.7840, -0.9428, 0.8753], [2.9024, 0.6804, 0.5934], [-1.1625, -0.1101, -0.2034], [-0.1396, 2.1391, 0.3672], [-0.0921, -2.1447, 0.2126]],
  "forces_ev_per_a": [[0.22, 2.87, -0.32], [-1.47, 2.66, -0.14], [-0.46, -0.14, 0.52], [0.40, -1.59, -0.17], [1.10, 0.26, 1.46], [-2.54, 0.76, 1.36], [-0.47, -0.23, 1.30], [0.87, 1.75, 0.68], [1.79, -1.83, -4.49], [0.23, -0.21, -0.02], [0.93, -2.75, 0.14], [-0.60, -1.54, -0.31]],
  "mulliken_charge": [-0.200, -0.149, -0.006, -0.342, -0.534, -0.260, -0.568, -0.169, 1.226, 0.324, 0.309, 0.369]
}